# 1
{
  "formula": "C22H52N4O15V3",
  "method": "ωB97M-V with the def2-TZVPD basis set",
  "multiplicity": 4,
  "homo_ev": [-12.90, -12.90],
  "charge": 2,
  "de_lowest_ev": 4.147,
  "e_tot_ha": -5048.28935,
  "species": ["O", "V", "O", "V", "O", "V", "C", "O", "O", "O", "C", "O", "O", "O", "C", "O", "C", "C", "N", "C", "C", "O", "C", "H", "H", "H", "H", "H", "H", "H", "H", "H", "H", "H", "H", "H", "H", "H", "C", "O", "C", "C", "N", "C", "C", "O", "C", "H", "H", "H", "H", "H", "H", "H", "H", "H", "H", "H", "H", "H", "H", "H", "C", "C", "C", "O", "C", "N", "H", "H", "H", "H", "H", "H", "H", "H", "H", "H", "H", "C", "C", "C", "O", "C", "N", "H", "H", "H", "H", "H", "H", "H", "H", "H", "H", "H"],
  "coordinates": [[7.49659, -12.72596, -27.37285], [8.01026, -11.31033, -26.92010], [13.03192, -10.41769, -25.90097], [11.57258, -10.83356, -26.36505], [7.70864, -9.71164, -23.24607], [9.19096, -9.78355, -23.85470], [9.84577, -12.27418, -24.90883], [10.60857, -11.47261, -24.38177], [10.00012, -12.34802, -26.13105], [8.69607, -11.79039, -24.78973], [9.50616, -8.95269, -26.47902], [9.74068, -9.85704, -27.27114], [10.36554, -8.96990, -25.61535], [8.47561, -9.34678, -25.95817], [5.56853, -10.23804, -32.55341], [6.06994, -10.40761, -31.25578], [6.73801, -9.23835, -30.81626], [7.51712, -9.57696, -29.57072], [6.76751, -10.37181, -28.58623], [5.77537, -9.59557, -27.85589], [4.99983, -10.46736, -26.89306], [5.92363, -11.22767, -26.00799], [5.31659, -11.74350, -24.83536], [6.41335, -10.08988, -33.22604], [4.94293, -9.34604, -32.58604], [4.98279, -11.09019, -32.89815], [6.08055, -8.38004, -30.67783], [7.40265, -8.77011, -31.54227], [7.88607, -8.63150, -29.17315], [8.38498, -10.20433, -29.77400], [6.28589, -10.95432, -29.25618], [5.12761, -9.12128, -28.59316], [6.19701, -8.71158, -27.37746], [4.32655, -11.15429, -27.40581], [4.36565, -9.82427, -26.28286], [4.52375, -12.38955, -25.21233], [4.88375, -10.88223, -24.32645], [5.92982, -12.43147, -24.25333], [12.71191, -7.46973, -27.71095], [12.52205, -8.87085, -27.92461], [12.76774, -9.21326, -29.29805], [12.15482, -10.63977, -29.47210], [12.15848, -11.59482, -28.36379], [13.44053, -12.32026, -28.35441], [13.54487, -13.39045, -27.26446], [13.08940, -12.87582, -25.99563], [13.02393, -13.82664, -24.96773], [13.69371, -7.01845, -27.85417], [12.63712, -7.22532, -26.65134], [12.05237, -6.87327, -28.34130], [13.83754, -9.16061, -29.50020], [12.24583, -8.48941, -29.92394], [12.51640, -11.08431, -30.39933], [11.10139, -10.42422, -29.65079], [11.57209, -12.35291, -28.68245], [14.25065, -11.59124, -28.33684], [13.64891, -12.76378, -29.32805], [14.53109, -13.85055, -27.20299], [12.78746, -14.15524, -27.43628], [12.82988, -13.35481, -24.00450], [13.99533, -14.32096, -24.95649], [12.15071, -14.46175, -25.11688], [9.25901, -17.10101, -27.87997], [9.41556, -15.97101, -26.85126], [9.99713, -16.51156, -25.50808], [9.96036, -15.54529, -24.48235], [10.52693, -16.00622, -23.25102], [10.29773, -14.97848, -27.45265], [8.80124, -16.67798, -28.77417], [8.59455, -17.85934, -27.46583], [10.18513, -17.61041, -28.14623], [8.42711, -15.51167, -26.84334], [11.03579, -16.70251, -25.77797], [9.59889, -17.45330, -25.13043], [10.45900, -15.21788, -22.50135], [11.55104, -16.33896, -23.42008], [10.10232, -16.90246, -22.79874], [10.18469, -14.14930, -26.88717], [9.97593, -14.59264, -28.32881], [6.47214, -16.84607, -25.24705], [6.36953, -15.72868, -24.19171], [6.76610, -16.24162, -22.78075], [6.87959, -15.18242, -21.81773], [7.29542, -15.68557, -20.61162], [7.31917, -14.70517, -24.67611], [7.43136, -17.30535, -25.48595], [6.16592, -16.61682, -26.26774], [5.97187, -17.74656, -24.89075], [5.40142, -15.27181, -23.98644], [7.73673, -16.73700, -22.80452], [6.03474, -17.02030, -22.56426], [6.77088, -16.58352, -20.28507], [7.24601, -14.85371, -19.90901], [8.36030, -15.91292, -20.66131], [7.38396, -13.97012, -23.98646], [8.24139, -15.11238, -24.73767]],
  "mulliken_spin": [-0.31, 1.25, -0.28, 1.28, -0.31, 1.34, -0.06, 0.03, 0.01, 0.01, 0.00, -0.01, 0.02, -0.01, 0.00, 0.00, 0.00, 0.03, 0.01, 0.00, 0.00, 0.00, 0.00, 0.00, 0.00, 0.00, 0.00, 0.00, 0.00, 0.00, 0.01, 0.00, 0.00, 0.00, 0.00, 0.00, 0.00, 0.00, 0.00, 0.01, 0.00, 0.01, -0.01, 0.00, 0.00, -0.01, 0.00, 0.00, 0.00, 0.00, 0.00, 0.00, 0.00, -0.01, 0.01, 0.00, 0.00, 0.00, 0.00, 0.00, 0.00, 0.00, 0.00, 0.00, 0.00, 0.00, 0.00, 0.00, 0.00, 0.00, 0.00, 0.00, 0.00, 0.00, 0.00, 0.00, 0.00, 0.00, 0.00, 0.00, 0.00, 0.00, 0.00, 0.00, 0.00, 0.00, 0.00, 0.00, 0.00, 0.00, 0.00, 0.00, 0.00, 0.00, 0.00, 0.00]
}

# 2
{
  "formula": "C21H26N2O2",
  "method": "ωB97M-V with the def2-TZVPD basis set",
  "smiles": "CCCCC(=O)Nc1ccc(C(=O)N(CC)c2ccccc2C)cc1",
  "multiplicity": 1,
  "homo_ev": -8.37,
  "de_lowest_ev": 0.637,
  "e_tot_ha": -1075.86433,
  "species": ["C", "C", "C", "C", "C", "O", "N", "C", "C", "C", "C", "C", "O", "N", "C", "C", "C", "C", "C", "C", "C", "C", "C", "C", "C", "H", "H", "H", "H", "H", "H", "H", "H", "H", "H", "H", "H", "H", "H", "H", "H", "H", "H", "H", "H", "H", "H", "H", "H", "H", "H"],
  "coordinates": [[5.34645, 3.28176, 5.36023], [4.85875, 3.59683, 3.95174], [3.82707, 2.57862, 3.47544], [3.32823, 2.88241, 2.06086], [2.20005, 1.93271, 1.68998], [1.24579, 1.75274, 2.41163], [2.37664, 1.32191, 0.48088], [1.55366, 0.39768, -0.16847], [1.94897, -0.04783, -1.42975], [1.18209, -0.96357, -2.11731], [-0.00724, -1.44030, -1.57399], [-0.77429, -2.45657, -2.34905], [-0.21476, -3.35684, -2.94965], [-2.13425, -2.34389, -2.31407], [-2.90650, -3.33371, -3.05932], [-2.84991, -4.72112, -2.43026], [-2.76430, -1.10794, -2.01735], [-2.36418, 0.03166, -2.70809], [-2.96097, 1.25235, -2.45994], [-3.97691, 1.33969, -1.52424], [-4.37708, 0.20840, -0.83761], [-3.78239, -1.02614, -1.06368], [-4.21359, -2.22464, -0.27518], [-0.38717, -1.01033, -0.30739], [0.38142, -0.10171, 0.39278], [4.51436, 3.28888, 6.06036], [5.81125, 2.29882, 5.39244], [6.07715, 4.01816, 5.68631], [5.70957, 3.60111, 3.26557], [4.41551, 4.59509, 3.93625], [4.26650, 1.57830, 3.49425], [2.96928, 2.57657, 4.14983], [4.15238, 2.82554, 1.34759], [2.92297, 3.89746, 2.03840], [3.21100, 1.56244, -0.03683], [2.86599, 0.32372, -1.86672], [1.49383, -1.32121, -3.08723], [-2.49532, -3.39598, -4.07409], [-3.93558, -2.97535, -3.12071], [-3.25148, -4.71669, -1.42082], [-1.82009, -5.06452, -2.39892], [-3.43085, -5.41392, -3.03375], [-1.57710, -0.05208, -3.44326], [-2.63834, 2.12943, -3.00011], [-4.45332, 2.28776, -1.32552], [-5.16248, 0.28149, -0.09901], [-4.66694, -1.91671, 0.66417], [-4.95008, -2.80692, -0.82915], [-3.36274, -2.86871, -0.06314], [-1.28238, -1.39904, 0.15187], [0.08132, 0.22421, 1.37400]],
  "lowdin_charge": [-0.12, -0.28, -0.22, -0.12, -0.47, 0.08, 0.13, -0.21, -0.02, -0.01, -0.15, -0.41, 0.08, -0.01, -0.18, -0.07, -0.21, -0.01, -0.07, -0.08, -0.04, -0.22, -0.04, 0.00, 0.01, 0.07, 0.07, 0.07, 0.11, 0.11, 0.12, 0.12, 0.11, 0.13, 0.14, 0.11, 0.12, 0.13, 0.12, 0.06, 0.07, 0.08, 0.13, 0.10, 0.10, 0.11, 0.08, 0.09, 0.07, 0.12, 0.10]
}

# 3
{
  "formula": "C45H58NOP2S5SeSi4TeTl",
  "method": "ωB97M-V with the def2-TZVPD basis set",
  "multiplicity": 1,
  "homo_ev": -1.60,
  "charge": -2,
  "de_lowest_ev": 0.000,
  "e_tot_ha": -8553.38270,
  "species": ["Tl", "O", "S", "C", "C", "C", "C", "C", "C", "P", "C", "C", "C", "C", "C", "C", "C", "C", "C", "C", "C", "C", "C", "C", "C", "C", "C", "C", "P", "C", "C", "C", "C", "C", "C", "C", "C", "C", "C", "C", "C", "H", "H", "H", "H", "H", "H", "H", "H", "H", "H", "H", "H", "H", "H", "H", "H", "H", "H", "H", "H", "H", "H", "H", "H", "H", "H", "H", "H", "S", "S", "S", "S", "N", "H", "H", "H", "Se", "C", "Si", "C", "C", "Si", "Te", "Si", "C", "C", "C", "Si", "C", "C", "C", "H", "H", "H", "H", "H", "H", "H", "H", "H", "H", "H", "H", "H", "H", "H", "H", "H", "H", "H", "H", "H", "H", "H", "H", "H", "H", "H"],
  "coordinates": [[0.84220, -0.64072, -0.89742], [-2.63196, -3.57572, -0.62734], [-1.30560, -3.37006, 0.04436], [-1.70427, -3.35175, 1.80498], [-2.87131, -4.01737, 2.16518], [-3.29593, -3.99892, 3.48005], [-2.55846, -3.29780, 4.42833], [-1.41621, -2.61393, 4.05131], [-0.96244, -2.61944, 2.72933], [0.50928, -1.61686, 2.20542], [0.28336, -0.15040, 3.28496], [0.78059, 0.01180, 4.57704], [0.55340, 1.19156, 5.27295], [-0.17056, 2.22230, 4.68571], [-0.66200, 2.07367, 3.39653], [-0.42894, 0.89683, 2.70238], [1.84214, -2.52167, 3.07684], [3.08598, -1.90030, 3.19328], [4.14816, -2.55983, 3.79400], [3.99451, -3.85379, 4.26868], [2.76664, -4.48768, 4.13921], [1.70024, -3.82423, 3.55063], [-0.50881, -4.99681, -0.06687], [-0.33793, -5.84712, 1.01656], [0.25326, -7.08720, 0.83916], [0.65034, -7.49029, -0.42668], [0.46860, -6.64371, -1.50712], [-0.08490, -5.37737, -1.34601], [-0.31234, -4.21735, -2.76303], [1.17778, -4.45691, -3.80869], [1.05511, -4.07848, -5.14767], [2.14261, -4.12128, -6.00568], [3.38216, -4.53136, -5.53254], [3.52135, -4.88438, -4.19897], [2.43000, -4.84470, -3.33951], [-1.53787, -5.22245, -3.71947], [-1.21168, -6.27697, -4.57149], [-2.20332, -6.99654, -5.22363], [-3.53996, -6.67399, -5.03128], [-3.87684, -5.62735, -4.18519], [-2.88425, -4.90423, -3.53693], [-3.43512, -4.52067, 1.38987], [-4.20452, -4.51535, 3.76486], [-2.88646, -3.26699, 5.46049], [-0.86916, -2.04474, 4.79239], [1.36624, -0.77790, 5.03401], [0.95365, 1.31050, 6.27324], [-0.33738, 3.14674, 5.22647], [-1.20826, 2.87114, 2.91017], [-0.79720, 0.79729, 1.68725], [3.23192, -0.91022, 2.77755], [5.10943, -2.06546, 3.86027], [4.83006, -4.37201, 4.72442], [2.63840, -5.50525, 4.48966], [0.75125, -4.33472, 3.45384], [-0.65609, -5.54575, 2.00349], [0.40189, -7.73678, 1.69309], [1.10461, -8.46289, -0.57246], [0.78164, -6.96212, -2.49391], [0.09492, -3.74230, -5.52408], [2.02443, -3.81954, -7.03934], [4.23869, -4.55198, -6.19564], [4.49069, -5.16849, -3.80882], [2.56721, -5.05872, -2.28795], [-0.17258, -6.53251, -4.73931], [-1.92905, -7.81060, -5.88442], [-4.31452, -7.23399, -5.54186], [-4.91665, -5.36671, -4.02947], [-3.14218, -4.09631, -2.86309], [2.13965, -3.30905, -0.33249], [4.07201, -2.60733, -0.16139], [4.09376, -0.70185, -0.94476], [3.06348, 0.48271, 0.40390], [-2.53425, -0.53294, 0.33725], [-3.03661, -0.51855, 1.22141], [-3.02859, -1.19781, -0.25288], [-2.70336, 0.39137, -0.06742], [-3.29203, 3.04963, -0.55387], [-2.23450, 5.43901, 2.52954], [-1.84589, 6.49618, 1.03082], [-3.44429, 6.94971, 0.15425], [-1.04103, 8.10674, 1.62420], [-0.34334, 5.43466, -0.41106], [-0.77486, 2.98637, -0.64532], [1.84298, 5.59795, 0.39745], [1.85114, 5.21306, 2.24011], [2.96041, 4.38339, -0.48836], [2.52130, 7.34659, 0.14313], [-0.52251, 6.38520, -2.53788], [-2.13071, 5.85555, -3.34537], [-0.46049, 8.27712, -2.46643], [0.91560, 5.80681, -3.60811], [-2.94683, 5.94723, 3.18735], [-1.33404, 5.21321, 3.10537], [-2.68323, 4.50188, 2.18928], [-4.13911, 7.43096, 0.85006], [-3.89977, 6.03549, -0.23399], [-3.27294, 7.63170, -0.68225], [-1.72879, 8.66976, 2.26334], [-0.76269, 8.74495, 0.78143], [-0.13494, 7.90411, 2.20053], [1.44008, 4.21616, 2.41732], [1.24811, 5.93036, 2.80335], [2.87002, 5.23356, 2.63754], [2.65224, 3.34786, -0.32072], [3.99240, 4.47798, -0.13817], [2.95021, 4.55051, -1.56808], [1.87904, 8.09261, 0.61659], [2.57928, 7.58638, -0.92182], [3.52624, 7.44391, 0.56484], [-2.99451, 6.29940, -2.84664], [-2.25082, 4.77215, -3.26991], [-2.14868, 6.14439, -4.40117], [-1.29161, 8.67626, -1.87976], [-0.51827, 8.70904, -3.47040], [0.46763, 8.62010, -2.00235], [0.95296, 4.71515, -3.62433], [1.87036, 6.16773, -3.21833], [0.81179, 6.16182, -4.63786]],
  "lowdin_charge": [0.27, -0.53, 0.83, -0.39, -0.09, -0.08, -0.08, -0.08, -0.34, 1.02, -0.36, -0.10, -0.10, -0.09, -0.08, -0.10, -0.38, -0.13, -0.09, -0.11, -0.10, -0.09, -0.40, -0.08, -0.08, -0.08, -0.09, -0.40, 1.10, -0.38, -0.12, -0.10, -0.11, -0.08, -0.12, -0.35, -0.10, -0.10, -0.11, -0.09, -0.09, 0.11, 0.10, 0.10, 0.10, 0.10, 0.09, 0.09, 0.07, 0.04, 0.05, 0.10, 0.09, 0.09, 0.08, 0.09, 0.10, 0.10, 0.10, 0.11, 0.09, 0.09, 0.10, 0.04, 0.10, 0.09, 0.09, 0.10, 0.08, -0.10, -0.16, -0.23, -0.20, 0.03, 0.03, 0.00, -0.09, -0.34, -0.23, 0.32, -0.23, -0.23, 0.04, 0.27, 0.32, -0.21, -0.22, -0.23, 0.31, -0.23, -0.23, -0.23, 0.03, 0.01, -0.01, 0.02, -0.02, 0.01, 0.02, 0.01, 0.01, 0.02, 0.01, 0.03, -0.02, 0.03, 0.02, 0.01, 0.01, 0.02, 0.02, 0.00, 0.02, 0.01, 0.02, 0.01, 0.03, 0.01, 0.02]
}

# 4
{
  "formula": "H2NO2S3",
  "method": "ωB97M-V with the def2-TZVPD basis set",
  "smiles": "O=S([O-])#[SH]=NS",
  "multiplicity": 1,
  "homo_ev": -3.43,
  "charge": -1,
  "de_lowest_ev": 1.553,
  "e_tot_ha": -1400.96775,
  "species": ["O", "S", "O", "S", "N", "S", "H", "H"],
  "coordinates": [[-0.94675, 3.78332, 0.15595], [-1.41459, 2.42931, -0.14490], [-2.51563, 2.01551, 0.71414], [0.02106, 0.62877, 1.05007], [-0.00825, -0.59030, -0.14869], [-0.67569, -0.08476, -1.62271], [1.15168, 1.49878, 0.89591], [-1.92411, 0.32269, -1.26308]],
  "lowdin_charge": [-0.52, 0.57, -0.56, 0.47, -1.01, 0.38, -0.12, -0.21]
}

# 5
{
  "formula": "C4H7NO",
  "method": "ωB97M-V with the def2-TZVPD basis set",
  "smiles": "ON=C1CCC1",
  "multiplicity": 1,
  "homo_ev": -9.45,
  "de_lowest_ev": 2.934,
  "e_tot_ha": -286.52383,
  "species": ["O", "N", "C", "C", "C", "C", "H", "H", "H", "H", "H", "H", "H"],
  "coordinates": [[2.52571, -0.69482, -0.14974], [1.80749, 0.44765, 0.20897], [0.57359, 0.28179, -0.01883], [-0.29249, -0.86949, -0.46839], [-1.48933, -0.11140, 0.16894], [-0.60933, 1.16548, 0.29956], [3.42570, -0.46644, 0.11285], [-0.35904, -0.93172, -1.55991], [-0.02938, -1.85561, -0.07599], [-2.38959, -0.02393, -0.44393], [-1.76185, -0.52005, 1.14552], [-0.81088, 1.90295, -0.48526], [-0.59059, 1.67561, 1.26620]],
  "lowdin_charge": [-0.07, 0.03, -0.33, -0.11, -0.16, -0.11, 0.09, 0.12, 0.11, 0.10, 0.10, 0.11, 0.11]
}

# 6
{
  "formula": "H3O4PS",
  "method": "ωB97M-V with the def2-TZVPD basis set",
  "smiles": "O=P(O)=S.OO",
  "multiplicity": 1,
  "homo_ev": -10.08,
  "de_lowest_ev": 3.468,
  "e_tot_ha": -1042.23618,
  "species": ["O", "P", "O", "S", "H", "O", "O", "H", "H"],
  "coordinates": [[-1.67578, 1.25371, -1.27081], [-1.41646, 0.33679, -0.20463], [-1.13839, 1.16230, 1.17493], [-1.86832, -1.51582, 0.09779], [-1.20839, 0.58987, 2.04051], [1.23336, -0.03134, -0.64059], [2.33469, -0.78932, -0.95674], [1.46391, 0.51663, 0.17446], [2.27539, -1.52283, -0.41493]],
  "lowdin_charge": [-0.30, 0.16, -0.27, 0.28, 0.13, -0.17, -0.02, 0.13, 0.06]
}

# 7
{
  "formula": "CH3FIN",
  "method": "ωB97M-V with the def2-TZVPD basis set",
  "multiplicity": 1,
  "homo_ev": [-9.41, -9.41],
  "de_lowest_ev": 2.345,
  "e_tot_ha": -492.11198,
  "species": ["C", "N", "F", "I", "H", "H", "H"],
  "coordinates": [[0.28911, 0.09114, -0.45019], [-0.69632, 0.63943, 0.32008], [-0.25425, -2.17403, 0.03187], [2.22074, 0.57209, -0.02658], [0.23748, -0.35138, -1.37785], [-0.32782, 1.11832, 1.09634], [-1.46894, 0.10442, 0.40633]],
  "lowdin_charge": [-0.61, 0.09, -0.59, 0.97, 0.01, 0.06, 0.07]
}